# 1
Entry from the Open Molecules 2025 dataset: a structure of composition C3H4N2O2 (the ωB97M-V functional and the def2-TZVPD basis).

```
11
Properties=species:S:1:pos:R:3:forces:R:3
C -2.45008 -0.31725 0.07305 -1.046 -3.513 -0.286
C -0.98785 -0.21883 -0.02850 2.172 0.896 -2.026
C 1.05723 -0.13873 0.01384 2.219 0.793 -0.553
H -2.74273 -1.43273 0.12829 0.475 1.646 -0.327
H -2.66416 0.02374 1.06331 -0.565 0.685 0.490
H -3.08084 0.15030 -0.71614 0.901 -0.030 0.636
H 2.85270 0.25867 -0.18839 -0.328 -1.044 0.582
N 0.07481 -1.02084 -0.16372 -2.763 0.032 1.525
N 0.80046 1.14488 0.03314 -1.505 -1.303 -0.164
O 2.33162 -0.53426 0.10211 0.716 0.731 -0.700
O -0.60758 1.05684 -0.06753 -0.276 1.107 0.823
```
Forces are in eV/Å.

## Properties
Energy: -376.66102 hartree
HOMO-LUMO gap: 10.851 eV
E_HOMO: -10.060 eV

---

# 2
Entry from the Open Molecules 2025 dataset: an isolated molecule of C3H7NOS (the ωB97M-V functional and the def2-TZVPD basis).

```
13
Properties=species:S:1:pos:R:3:forces:R:3
C -1.19664 -0.57738 -0.27274 0.697 0.455 -0.209
C -0.39614 0.20421 0.83612 -0.416 -0.822 0.210
C 1.05784 -0.23958 0.89647 -0.484 -0.910 -0.794
H 0.16072 -0.53370 -1.72909 -0.640 0.183 0.171
H -2.27307 -0.35041 -0.29072 0.431 0.092 0.389
H -1.08498 -1.66173 -0.13948 0.004 0.151 0.103
H -0.50344 1.27775 0.66849 0.042 -0.088 0.063
H -0.82647 -0.04612 1.81930 -0.064 0.191 -0.302
H 1.26574 -1.17392 1.46764 -0.104 0.794 -0.136
H 0.60502 1.62009 -1.00737 -0.735 0.147 -0.100
N 2.02771 0.16744 0.18094 -0.116 0.283 0.418
O -0.74359 -0.19283 -1.57936 0.367 -0.422 0.189
S 1.90729 1.50620 -0.85021 1.017 -0.053 -0.002
```
Forces are in eV/Å.

## Properties
Energy: -646.64171 hartree
Structure (SMILES): OCC/C=N\S
HOMO-LUMO gap: 9.808 eV
E_HOMO: -8.991 eV

---

# 3
Entry from the Open Molecules 2025 dataset: an isolated molecule of C5HN (the ωB97M-V functional and the def2-TZVPD basis).

```
7
Properties=species:S:1:pos:R:3:forces:R:3
C -2.61035 0.04301 -0.07240 -0.597 1.239 1.000
C -1.41218 -0.15466 0.01232 0.531 0.097 0.055
C 0.00347 -0.25186 0.08260 2.201 0.731 -1.304
C 1.23973 -0.13032 -0.08774 -3.898 -0.959 0.911
C 2.62117 -0.11931 -0.06446 4.885 1.596 0.558
H -3.64425 0.51339 0.10236 2.164 -1.410 -0.682
N 3.80241 0.09975 0.02733 -5.286 -1.293 -0.539
```
Forces are in eV/Å.

## Properties
Energy: -245.71667 hartree
Structure (SMILES): C#CC#CC#N
HOMO-LUMO gap: 9.557 eV
E_HOMO: -10.283 eV

---

In the order shown, the computed energy relative to the best compared isomer or geometry (same formula, charge and spin) values come out to 64.49; 44.09; 13.66 kcal/mol.
In the order shown, the computed M values come out to 100.08; 105.16; 75.07 Da.